21
Properties=species:S:1:pos:R:3 method="wB97M-V/def2-TZVPD" spin_multiplicity=1 smiles=COCC(C)(C)C e_homo_ev=-9.7 gap_ev=10.7
C -2.53431 -1.35516 0.52391
O -1.60078 -0.32748 0.30095
C -0.33687 -0.79516 -0.10982
C 0.65446 0.36777 -0.13297
C 1.97080 -0.13428 -0.73271
C 0.09517 1.50425 -0.99564
C 0.88643 0.86563 1.29638
H -2.30820 -2.24595 -0.08049
H -3.52587 -0.98749 0.23792
H -2.55795 -1.64943 1.58424
H -0.41653 -1.23599 -1.11942
H 0.03092 -1.58631 0.56924
H 2.39287 -0.96153 -0.14802
H 2.70972 0.67503 -0.75298
H 1.83010 -0.48364 -1.76313
H -0.85038 1.87558 -0.58966
H -0.08649 1.16616 -2.02344
H 0.80767 2.33665 -1.03712
H -0.05524 1.19409 1.74755
H 1.58876 1.70762 1.30018
H 1.30572 0.06964 1.92503